# 1
Computed, not measured: a single C4H6N2O molecule, with ωB97M-V/def2-TZVPD.

Positions of all 13 atoms, in Å:
C  -0.990  1.303  1.339
C  -0.363  0.374  0.342
C  -0.255  0.581  -0.998
N  0.560  -0.451  -1.472
C  0.838  -1.218  -0.397
O  1.560  -2.336  -0.598
N  0.322  -0.780  0.716
H  -0.211  1.865  1.869
H  -1.576  0.766  2.088
H  -1.638  2.050  0.865
H  -0.792  1.288  -1.614
H  0.984  -0.612  -2.373
H  1.559  -2.831  0.232

Properties
E_tot ... -340.78235 Ha
Largest force on an atom ... 0.0090 hartree/bohr
HOMO ... -8.2 eV
Relative energy (zero: lowest compared OMol25 entry of this formula, charge and spin) ... 7.9 kcal per mole
HOMO-LUMO gap ... 0.330 Ha
Molar mass ... 98.10 g mol⁻¹
Structure (SMILES) ... Cc1c[nH]c(O)n1

# 2
Computed, not measured: C22H41GeN6O7PtSi3 as an isolated structure, with ωB97M-V/def2-TZVPD.

Positions of all 81 atoms, in Å:
Pt  -0.344  0.255  0.112
O  -0.896  -1.369  -1.904
C  0.034  -0.598  -2.139
O  -0.018  0.683  -2.105
C  1.438  -1.098  -2.348
C  1.921  -1.578  -3.531
C  3.274  -1.882  -3.632
C  4.159  -1.688  -2.569
C  3.697  -1.229  -1.369
C  2.287  -0.904  -1.180
O  1.820  -0.459  -0.092
N  4.712  -1.055  -0.313
O  5.867  -1.129  -0.669
O  4.353  -0.892  0.836
N  3.801  -2.394  -4.910
O  4.985  -2.646  -4.942
O  2.998  -2.535  -5.805
H  1.276  -1.723  -4.389
H  5.211  -1.908  -2.694
C  -1.174  5.690  -0.717
Si  -0.992  3.978  -1.457
C  0.329  3.849  -2.763
C  -2.578  3.006  -1.670
Ge  -0.216  2.532  0.749
Si  -1.604  3.363  2.805
C  -3.298  2.668  2.372
C  -1.512  5.231  2.900
C  -0.731  2.510  4.231
Si  2.380  2.796  1.462
C  2.547  1.381  2.661
C  3.136  2.701  -0.247
C  2.387  4.508  2.228
H  -1.432  6.384  -1.524
H  -0.245  6.046  -0.270
H  -1.966  5.740  0.029
H  -0.051  4.278  -3.695
H  0.578  2.809  -2.953
H  1.234  4.392  -2.488
H  -3.071  3.315  -2.597
H  -3.274  3.172  -0.848
H  -2.364  1.939  -1.753
H  -3.903  3.429  1.876
H  -3.829  2.364  3.277
H  -3.230  1.802  1.710
H  -2.240  5.709  2.245
H  -0.520  5.607  2.648
H  -1.734  5.543  3.924
H  -0.515  1.459  4.029
H  -1.370  2.556  5.117
H  0.204  3.016  4.476
H  2.457  0.425  2.150
H  1.814  1.437  3.466
H  3.546  1.411  3.111
H  2.592  1.994  -0.877
H  4.174  2.364  -0.176
H  3.135  3.675  -0.736
H  1.898  4.521  3.202
H  1.912  5.252  1.586
H  3.425  4.822  2.379
C  -2.672  -1.564  1.160
N  -3.182  -2.682  1.915
C  -2.534  -3.918  1.458
N  -1.087  -3.832  1.668
C  -0.561  -2.726  0.910
N  -1.192  -1.430  1.348
C  -0.926  -1.274  2.811
N  -1.444  -2.390  3.561
C  -2.891  -2.488  3.336
C  -0.812  -3.629  3.089
H  -3.155  -0.648  1.511
H  -2.876  -1.709  0.098
H  -2.743  -4.063  0.398
H  -2.933  -4.763  2.016
H  -0.766  -2.877  -0.146
H  0.518  -2.653  1.066
H  -1.417  -0.359  3.153
H  0.153  -1.187  2.961
H  -3.375  -1.572  3.683
H  -3.282  -3.331  3.904
H  -1.205  -4.469  3.660
H  0.266  -3.563  3.247

Properties
E_tot ... -4781.98916 Ha
Largest force on an atom ... 0.0169 hartree/bohr
HOMO (spin up / spin down) ... -13.5 / -13.7 eV
Relative energy (zero: lowest compared OMol25 entry of this formula, charge and spin) ... 7.9 kcal per mole
Charge ... +2
HOMO-LUMO gap (spin up / spin down) ... 0.283 / 0.173 Ha
Molar mass ... 853.55 g mol⁻¹
Multiplicity ... 6
Expectation value of S² ... 8.800

# 3
Computed, not measured: a 9-piece molecular cluster, C35H43FN8O3 overall at a distorted geometry, with ωB97M-V/def2-TZVPD.

Positions of all 90 atoms, in Å:
O  1.280  1.504  -1.986
C  1.033  0.899  -0.992
O  1.179  1.431  0.236
C  0.357  0.672  1.140
C  0.442  -0.669  0.458
F  -0.727  -1.386  0.632
O  0.535  -0.351  -0.914
H  0.596  0.603  2.198
H  -0.673  1.039  1.077
H  1.303  -1.255  0.796
C  0.842  -4.075  5.232
C  0.762  -4.143  3.825
C  1.902  -3.583  3.299
N  2.654  -3.157  4.356
C  2.015  -3.408  5.543
H  0.063  -4.427  5.888
H  -0.095  -4.492  3.275
H  2.200  -3.526  2.266
H  3.539  -2.684  4.346
H  2.636  -3.381  6.425
C  -2.747  3.032  0.525
C  -2.491  3.968  1.562
C  -1.330  4.635  1.247
N  -0.825  4.056  0.116
C  -1.682  3.124  -0.366
H  -3.609  2.461  0.214
H  -3.150  4.025  2.413
H  -0.860  5.427  1.804
H  0.097  4.287  -0.218
H  -1.474  2.595  -1.282
C  -5.083  -0.982  0.693
C  -5.571  -1.929  -0.258
C  -4.443  -2.412  -0.878
N  -3.327  -1.870  -0.309
C  -3.701  -0.992  0.665
H  -5.641  -0.269  1.280
H  -6.565  -2.231  -0.535
H  -4.357  -3.236  -1.569
H  -2.395  -2.129  -0.566
H  -3.037  -0.408  1.275
C  -0.999  4.291  -5.372
C  -0.357  3.324  -6.176
C  0.078  2.337  -5.323
N  -0.336  2.644  -4.057
C  -0.965  3.846  -4.064
H  -1.441  5.228  -5.675
H  -0.295  3.188  -7.243
H  0.579  1.414  -5.563
H  -0.061  2.060  -3.278
H  -1.372  4.335  -3.195
C  4.624  1.624  0.034
C  5.848  1.963  0.661
C  6.164  3.232  0.258
N  5.114  3.704  -0.498
C  4.167  2.724  -0.652
H  4.192  0.641  -0.080
H  6.461  1.315  1.267
H  7.058  3.820  0.374
H  5.109  4.604  -0.944
H  3.358  2.783  -1.357
C  1.749  4.858  -1.932
C  2.563  5.431  -0.895
C  3.148  6.499  -1.527
N  2.791  6.600  -2.835
C  1.871  5.597  -3.072
H  1.087  4.006  -1.895
H  2.652  5.138  0.134
H  3.811  7.193  -1.024
H  3.093  7.308  -3.473
H  1.375  5.512  -4.025
C  -3.627  -5.526  3.677
C  -2.668  -4.515  3.783
C  -2.978  -3.554  2.846
N  -4.065  -3.993  2.167
C  -4.516  -5.187  2.663
H  -3.739  -6.395  4.307
H  -1.868  -4.518  4.499
H  -2.484  -2.664  2.496
H  -4.437  -3.413  1.431
H  -5.480  -5.570  2.381
C  0.254  -4.752  -0.742
C  -0.131  -5.310  -1.997
C  0.452  -6.543  -2.129
N  1.162  -6.785  -0.976
C  1.030  -5.720  -0.145
H  -0.150  -3.839  -0.343
H  -0.919  -4.960  -2.646
H  0.426  -7.269  -2.923
H  1.579  -7.647  -0.684
H  1.436  -5.823  0.851

Properties
E_tot ... -2123.03055 Ha
Largest force on an atom ... 0.0418 hartree/bohr
HOMO ... -7.9 eV
HOMO-LUMO gap ... 0.303 Ha
Molar mass ... 642.78 g mol⁻¹
Structure (SMILES) ... O=C1OC[C@@H](F)O1.c1cc[nH]c1.c1cc[nH]c1.c1cc[nH]c1.c1cc[nH]c1.c1cc[nH]c1.c1cc[nH]c1.c1cc[nH]c1.c1cc[nH]c1

- molar mass of number 2 (C22H41GeN6O7PtSi3)?
  853.55 g mol⁻¹

- Among the records above, which one has the highest molar mass?
  C22H41GeN6O7PtSi3

- What is the E_tot in the first record?
  -340.78235 Ha